Record 1
{
  "formula": "C42H52Cl2FeN5P3",
  "method": "ωB97M-V with the def2-TZVPD basis set",
  "charge": 3,
  "spin_multiplicity": 6,
  "e_tot_ha": -5112.586490,
  "e_homo_ev": [-15.25, -15.43],
  "elements": ["Fe", "Cl", "C", "Cl", "H", "H", "N", "C", "C", "C", "C", "C", "C", "P", "C", "C", "C", "C", "C", "C", "C", "C", "C", "C", "C", "C", "H", "H", "H", "H", "H", "H", "H", "H", "H", "H", "H", "H", "H", "H", "H", "H", "C", "P", "C", "N", "C", "C", "C", "C", "C", "C", "N", "C", "P", "C", "C", "C", "C", "C", "C", "C", "C", "C", "H", "H", "H", "H", "H", "H", "H", "H", "H", "H", "H", "H", "H", "H", "H", "H", "H", "H", "H", "H", "H", "H", "H", "H", "H", "H", "H", "H", "N", "C", "C", "C", "N", "C", "C", "H", "H", "H", "H", "H", "H"],
  "xyz": [[14.47633, 9.85188, 15.05407], [11.27408, 8.20701, 17.59444], [9.57243, 8.07196, 17.15354], [9.08335, 9.30884, 15.78374], [8.95624, 8.27983, 18.02844], [9.34332, 7.08441, 16.75493], [12.61058, 10.80190, 15.07272], [12.50372, 12.09848, 15.70590], [11.44080, 12.96062, 15.54945], [11.59104, 14.32837, 15.84667], [12.73196, 14.79936, 16.44183], [13.78616, 13.89546, 16.73924], [13.68143, 12.56006, 16.40974], [15.01462, 11.38152, 16.77688], [16.55883, 12.39494, 16.84050], [17.08176, 13.09451, 17.97423], [18.39010, 13.66427, 17.85337], [19.01876, 13.78466, 16.62360], [18.54797, 13.00356, 15.52758], [17.30577, 12.32435, 15.61888], [14.70451, 10.80610, 18.46760], [13.41142, 11.05831, 19.05698], [13.12120, 10.91280, 20.41391], [14.21959, 10.43211, 21.21362], [15.38508, 9.98361, 20.62167], [15.66038, 10.22196, 19.28802], [12.14111, 10.88996, 14.18198], [12.07181, 10.06870, 15.58419], [10.52402, 12.63438, 15.03886], [10.83246, 15.00588, 15.39605], [12.71690, 15.87777, 16.68171], [14.70019, 14.23523, 17.16352], [16.55564, 13.19260, 18.87655], [18.83843, 14.07929, 18.70260], [19.90620, 14.40131, 16.50456], [19.14368, 12.92030, 14.61752], [16.73109, 12.12311, 14.69963], [12.60314, 11.36930, 18.39546], [12.16197, 11.25089, 20.81562], [14.10518, 10.32203, 22.31636], [16.19782, 9.54883, 21.18195], [16.62712, 9.89483, 18.89810], [15.48655, 8.08808, 12.30605], [14.65342, 9.73854, 12.72301], [12.95492, 9.34023, 12.14084], [12.48824, 8.19115, 12.66516], [11.15242, 7.92917, 12.66335], [10.60670, 6.78917, 13.29408], [9.28126, 6.50299, 13.10859], [8.40145, 7.38621, 12.35635], [8.94334, 8.47943, 11.70141], [10.30637, 8.75664, 11.90332], [10.82237, 9.78544, 11.18966], [12.07842, 10.18190, 11.38361], [12.53455, 11.75648, 10.70758], [11.36788, 12.95799, 11.50138], [11.99075, 11.44886, 8.86537], [12.76860, 12.51648, 8.07452], [12.30007, 10.07697, 8.32883], [10.52194, 11.92637, 8.75594], [15.89593, 10.92846, 11.99667], [15.41273, 12.39125, 12.25463], [17.36924, 10.70290, 12.54242], [15.89747, 10.79782, 10.47025], [15.57014, 7.86227, 11.27701], [14.72419, 7.34549, 12.70115], [16.36348, 8.09006, 12.93992], [11.26907, 6.08551, 13.75337], [8.80365, 5.69292, 13.75273], [7.33965, 7.21243, 12.36810], [8.36493, 9.15044, 11.07577], [11.68427, 13.85320, 10.88381], [10.34488, 12.74948, 11.33864], [11.65544, 13.20497, 12.53776], [13.83261, 12.21995, 7.93285], [12.64024, 13.46642, 8.59070], [12.28788, 12.64332, 7.06817], [13.35985, 9.84154, 8.39828], [12.14019, 9.97985, 7.28926], [11.75062, 9.29464, 8.85830], [10.47539, 13.01814, 8.84788], [9.83190, 11.41444, 9.45499], [10.08876, 11.69809, 7.77263], [15.36670, 12.47041, 13.35060], [14.41768, 12.53136, 11.73565], [16.17208, 13.13584, 12.01132], [17.49546, 10.45145, 13.58089], [17.98736, 11.56426, 12.35544], [17.83233, 9.84929, 12.02089], [16.49965, 9.91638, 10.11186], [16.43918, 11.67653, 9.99762], [14.88659, 10.85764, 10.02520], [16.07046, 4.32900, 16.39808], [15.46502, 5.59135, 16.49021], [16.06013, 6.67646, 17.15355], [15.78901, 7.91143, 16.69382], [14.74206, 8.12127, 15.80958], [13.89983, 7.09150, 15.50056], [14.29661, 5.76861, 15.71526], [16.81154, 4.16266, 17.08242], [15.35896, 3.56682, 16.36827], [16.80636, 6.50381, 17.96773], [16.42603, 8.79018, 16.97826], [12.93366, 7.35198, 15.04413], [13.75028, 4.90742, 15.32997]],
  "forces_ev_per_a": [[0.294, 0.904, 0.132], [-0.183, 0.083, -0.250], [-0.695, 0.775, -0.945], [0.673, -1.226, 1.419], [0.126, 0.237, -0.290], [0.233, 0.240, -0.050], [-1.428, -0.807, 0.716], [1.757, 0.998, 1.421], [-0.096, -0.062, -1.015], [-0.847, -0.356, -1.004], [0.298, 0.345, 0.423], [-1.284, 0.579, -0.216], [-1.225, -0.285, -0.868], [0.656, 1.102, 0.379], [0.636, 0.027, -0.072], [1.792, -0.977, -2.734], [-2.266, -0.253, -1.062], [-0.132, -1.726, -0.851], [-0.776, 0.269, 0.628], [0.085, 1.924, 0.945], [-1.751, 0.317, 1.151], [0.219, -0.014, -0.581], [2.340, -0.303, -0.068], [-1.773, -0.131, 0.605], [0.333, 0.479, 0.117], [0.133, -0.272, -0.877], [-0.163, -0.280, -0.264], [0.029, 0.622, -0.217], [0.399, 0.021, 0.196], [0.460, -0.396, 1.034], [0.694, -0.746, -0.139], [0.470, 0.398, 0.455], [-0.612, -0.219, 1.143], [0.425, 0.827, 1.118], [-0.001, -0.347, 0.136], [-0.299, 0.367, 0.114], [0.792, -0.776, 0.579], [0.185, 0.247, 0.175], [0.434, -0.378, -0.034], [0.028, 0.144, -1.021], [-0.173, -0.070, 0.439], [-0.142, 0.365, 0.097], [-2.521, 0.201, 2.424], [2.202, -2.140, -0.318], [-1.517, -0.123, -0.446], [0.410, 1.320, 0.400], [0.942, -0.007, -0.528], [-0.268, -0.227, -0.858], [-1.427, 0.223, 1.432], [1.397, 0.355, 0.204], [-0.938, -1.153, 0.875], [0.367, 0.628, -1.603], [0.553, 1.296, 0.618], [-0.063, -2.622, 1.833], [-2.819, -0.591, -1.397], [3.217, 1.702, -0.864], [0.310, 1.947, -1.095], [0.172, -0.342, -0.920], [0.442, -0.776, 1.920], [-0.882, -0.553, 0.725], [-0.131, 1.568, -1.503], [0.282, -1.187, 1.338], [-0.919, -1.298, -0.771], [1.719, 0.245, -1.289], [0.612, 0.197, -1.105], [1.153, 0.683, -0.239], [0.425, -0.435, -0.377], [0.218, -0.167, 0.504], [0.739, 0.871, -1.396], [-0.137, -0.213, -0.249], [-0.012, -0.104, 0.148], [-0.824, -0.404, 0.790], [-0.983, -0.558, -0.108], [-0.226, -0.358, -0.346], [-0.645, 0.508, 0.135], [0.459, 0.279, -0.180], [0.544, -0.202, 0.808], [0.274, 0.033, 0.355], [-0.742, 0.338, -1.230], [-0.015, 0.024, -0.259], [-0.156, -0.301, 0.193], [0.459, 0.452, -0.174], [0.642, -0.105, -0.082], [-0.905, 0.414, -0.176], [0.976, 0.384, 0.642], [-0.249, -0.065, -0.707], [-0.446, 0.077, 0.635], [-0.003, 0.526, -0.249], [-0.240, 0.366, -0.068], [-1.082, 0.568, 0.244], [-0.492, -0.824, 0.696], [0.300, -0.445, 0.133], [-1.518, 0.695, 1.447], [0.439, -2.205, -1.163], [1.264, -1.012, 0.953], [-0.650, 1.271, -0.866], [0.052, -1.071, 1.467], [0.762, -1.029, 0.136], [-0.323, 1.676, 0.431], [-0.316, -0.127, -0.341], [1.169, 0.644, -0.128], [-0.533, 0.187, -1.063], [-0.958, -0.892, -0.332], [0.736, -0.143, -0.027], [0.061, 0.354, 0.108]]
}


Record 2
{
  "formula": "C42H55CdClN8O4P",
  "method": "ωB97M-V with the def2-TZVPD basis set",
  "charge": 1,
  "spin_multiplicity": 1,
  "e_tot_ha": -3341.603234,
  "e_homo_ev": -9.08,
  "elements": ["Cd", "C", "C", "C", "C", "C", "N", "C", "C", "C", "C", "C", "C", "C", "N", "C", "C", "C", "N", "C", "C", "N", "C", "C", "C", "N", "H", "H", "H", "H", "H", "H", "H", "H", "H", "H", "H", "H", "H", "H", "H", "H", "H", "H", "C", "C", "C", "C", "C", "O", "C", "C", "C", "C", "C", "C", "Cl", "C", "C", "C", "N", "C", "N", "C", "N", "H", "H", "H", "H", "H", "H", "H", "H", "H", "H", "H", "H", "H", "H", "H", "H", "H", "H", "H", "H", "H", "H", "C", "C", "O", "P", "O", "C", "C", "O", "C", "C", "H", "H", "H", "H", "H", "H", "H", "H", "H", "H", "H", "H", "H", "H", "H"],
  "xyz": [[-0.42195, 0.80375, -1.70457], [6.03965, 3.28910, -1.68964], [4.83011, 2.44121, -2.00515], [4.87201, 1.04645, -1.93412], [3.74765, 0.28420, -2.17126], [2.49831, 0.83835, -2.52919], [1.35699, 0.05159, -2.64901], [1.50930, -1.26079, -3.12386], [2.21078, -1.50597, -4.31215], [2.41350, -2.77635, -4.81303], [1.88863, -3.89487, -4.16962], [2.09101, -5.29318, -4.70039], [1.14822, -3.66965, -3.02323], [0.96663, -2.39142, -2.49826], [0.23208, -2.31496, -1.26096], [0.28329, -3.21278, -0.25384], [-0.66129, -2.85049, 0.67854], [-1.26023, -1.70696, 0.14125], [-0.72687, -1.39054, -1.03636], [2.48327, 2.24377, -2.63596], [3.61955, 3.00526, -2.34887], [1.33659, 2.99768, -3.08945], [1.37947, 4.12066, -3.84046], [0.09161, 4.56908, -4.01313], [-0.69799, 3.63962, -3.33344], [0.05696, 2.69593, -2.78144], [6.95631, 2.78655, -1.99990], [5.99416, 4.25310, -2.19747], [6.11948, 3.48350, -0.61688], [5.80219, 0.55507, -1.66127], [3.80920, -0.79246, -2.06672], [2.61573, -0.64784, -4.83662], [2.97740, -2.90232, -5.73240], [2.89588, -5.31964, -5.43517], [2.34603, -5.98205, -3.89309], [1.18665, -5.67139, -5.18328], [0.68834, -4.51516, -2.52028], [1.00496, -4.01595, -0.25276], [-0.87937, -3.34625, 1.61179], [-2.03411, -1.08331, 0.56744], [3.54415, 4.08746, -2.38100], [2.30860, 4.51339, -4.21927], [-0.22575, 5.43455, -4.57276], [-1.77049, 3.59509, -3.23312], [-1.21161, -1.38172, 6.18636], [-0.68791, 0.01428, 5.82399], [-1.69004, 1.05269, 6.35244], [0.64484, 0.23849, 6.55635], [-0.51527, 0.13419, 4.27120], [-1.79591, 0.31342, 3.63005], [0.11352, -1.07472, 3.56663], [1.58050, -1.47947, 3.79468], [1.99039, -2.39192, 2.66029], [2.65692, -1.88680, 1.54737], [2.91041, -2.68389, 0.43965], [2.49401, -4.00436, 0.44565], [2.75174, -4.99015, -0.96396], [1.85773, -4.54285, 1.55232], [1.61013, -3.73140, 2.65217], [0.23925, 1.41778, 3.92889], [0.51187, 1.53709, 2.49852], [-0.33044, 1.67129, 1.47674], [0.33723, 1.53542, 0.34016], [1.62906, 1.33582, 0.74316], [1.77315, 1.32141, 2.04273], [-1.48670, -1.40148, 7.24297], [-0.45566, -2.15521, 6.02692], [-2.10901, -1.65676, 5.61964], [-1.79959, 0.92406, 7.43292], [-2.67404, 0.94501, 5.89762], [-1.34976, 2.07789, 6.18200], [0.52786, -0.03829, 7.60708], [0.94908, 1.28834, 6.53379], [1.45708, -0.36501, 6.14649], [-2.33998, -0.45735, 3.82924], [-0.00589, -0.87658, 2.49878], [-0.51774, -1.94463, 3.76931], [1.69758, -2.00011, 4.74732], [2.22980, -0.60237, 3.80428], [2.97580, -0.84980, 1.54309], [3.42501, -2.28090, -0.42518], [1.55883, -5.58399, 1.55281], [1.10749, -4.15445, 3.51840], [1.21460, 1.43592, 4.39941], [-0.33865, 2.27482, 4.26538], [-1.39009, 1.84703, 1.58364], [2.45309, 1.18789, 0.05835], [-4.52745, 0.25157, 0.98276], [-4.70612, -0.47004, -0.33810], [-4.47446, 0.38180, -1.48256], [-3.09969, 1.15474, -1.75826], [-3.19504, 2.53355, -0.95959], [-4.31954, 3.44706, -1.07997], [-4.32955, 4.33912, 0.13467], [-3.35957, 1.64828, -3.26157], [-3.34329, 0.71274, -4.37456], [-4.74159, 0.32278, -4.79411], [-4.80131, -0.41662, 1.80257], [-5.17037, 1.13263, 1.03120], [-3.49282, 0.57525, 1.13624], [-5.72912, -0.81308, -0.44757], [-4.05538, -1.34248, -0.40428], [-5.24004, 2.87340, -1.16508], [-4.19172, 4.02052, -1.99577], [-4.46259, 3.75130, 1.04495], [-5.15095, 5.05283, 0.05845], [-3.39284, 4.89267, 0.21213], [-2.74894, -0.16650, -4.10652], [-2.82699, 1.22917, -5.17854], [-5.25984, -0.19861, -3.99010], [-4.69045, -0.33317, -5.66547], [-5.31563, 1.21142, -5.06022]],
  "forces_ev_per_a": [[-0.358, -0.250, 0.272], [-0.103, -0.095, 0.002], [0.170, -0.065, 0.034], [0.030, 0.030, 0.036], [0.009, -0.032, 0.008], [-0.252, -0.200, -0.038], [0.460, -0.143, -0.194], [0.127, 0.284, 0.127], [0.124, 0.096, -0.038], [0.033, -0.012, -0.035], [-0.001, -0.031, -0.082], [-0.045, 0.148, 0.021], [-0.441, 0.070, -0.247], [-0.208, -0.124, 0.170], [-0.104, -0.076, -0.147], [-1.241, 0.179, -0.956], [-0.258, -0.005, -0.007], [0.036, 0.008, 0.004], [0.058, -0.210, 0.203], [-0.116, 0.229, -0.004], [-0.137, 0.154, 0.053], [0.103, -0.241, -0.106], [0.052, -0.039, -0.022], [-0.043, 0.061, -0.073], [0.042, 0.021, -0.034], [0.057, 0.517, -0.155], [-0.022, 0.022, 0.001], [-0.012, -0.035, 0.010], [-0.012, -0.016, -0.037], [-0.094, 0.011, -0.033], [-0.012, 0.025, -0.097], [0.010, -0.031, 0.017], [-0.027, 0.015, 0.069], [-0.026, 0.001, 0.033], [-0.003, -0.020, -0.020], [0.029, 0.013, 0.028], [-0.049, 0.204, -0.108], [-2.313, 0.613, -0.937], [-0.011, 0.087, -0.178], [0.080, -0.023, -0.026], [-0.040, -0.057, -0.035], [-0.026, -0.093, 0.059], [0.020, -0.098, 0.070], [0.026, -0.011, 0.011], [0.007, -0.032, -0.025], [0.015, -0.006, 0.008], [0.040, 0.041, -0.037], [0.026, -0.041, 0.015], [-0.007, 0.029, 0.047], [-0.004, -0.002, 0.155], [0.046, -0.120, -0.038], [-0.041, -0.037, -0.028], [-0.043, 0.092, -0.007], [0.048, -0.044, -0.022], [0.488, -0.024, 0.134], [2.362, -0.188, 1.213], [0.823, -0.446, 0.453], [0.674, -0.269, 0.758], [0.138, -0.180, -0.106], [0.027, 0.069, -0.179], [0.051, 0.048, 0.249], [0.125, -0.142, -0.031], [0.176, 0.099, 0.148], [-0.189, -0.055, -0.095], [-0.314, 0.140, -0.040], [0.020, -0.014, -0.057], [-0.065, 0.042, -0.003], [0.055, 0.022, 0.042], [0.031, 0.021, -0.091], [0.011, -0.014, 0.009], [-0.035, -0.075, 0.005], [0.004, 0.024, -0.062], [-0.018, -0.090, 0.016], [-0.057, 0.047, 0.047], [0.002, 0.014, -0.006], [0.015, -0.017, 0.031], [-0.026, -0.004, -0.042], [0.019, 0.032, 0.002], [-0.007, -0.030, 0.023], [-0.001, -0.150, 0.014], [-0.072, -0.059, 0.048], [-0.016, 0.045, -0.026], [0.032, 0.026, -0.073], [0.042, 0.043, 0.038], [0.004, 0.082, -0.072], [0.099, -0.029, 0.029], [-0.075, 0.038, 0.022], [0.034, 0.073, -0.036], [0.126, 0.016, 0.110], [-0.083, -0.133, 0.081], [0.252, 0.336, -0.217], [-0.070, -0.046, -0.054], [0.037, 0.041, 0.028], [0.037, -0.018, 0.049], [-0.227, -0.023, -0.024], [0.024, -0.032, 0.070], [-0.027, 0.076, 0.101], [0.014, 0.027, -0.051], [0.030, -0.041, 0.018], [-0.097, -0.031, 0.019], [-0.103, -0.007, -0.069], [0.055, -0.002, -0.071], [-0.056, -0.089, 0.001], [0.041, 0.010, -0.067], [-0.010, 0.040, -0.028], [0.029, -0.011, 0.021], [-0.040, -0.002, -0.003], [0.014, 0.001, 0.060], [0.080, 0.064, -0.024], [0.003, -0.003, -0.031], [0.002, 0.037, 0.042], [0.009, -0.052, -0.010]]
}


The records above give, respectively, largest force on an atom values of 3.74 2.66 eV/Å.